{"formula": "C17H18N6O2PtS5", "method": "wB97M-V/def2-TZVPD", "species": ["Pt", "C", "S", "C", "S", "N", "N", "C", "C", "C", "C", "C", "C", "N", "H", "H", "H", "H", "H", "H", "H", "H", "O", "S", "O", "N", "C", "S", "C", "C", "C", "C", "C", "C", "H", "H", "H", "H", "C", "N", "C", "N", "S", "H", "H", "H", "H", "H", "H"], "positions_angstrom": [[-1.0287, -0.4604, 0.5438], [-1.0193, -0.1005, 5.7595], [-2.5765, 0.2486, 4.9261], [-2.1670, 0.0480, 3.2405], [-0.7048, -0.7472, 2.7865], [-3.0822, 0.5266, 2.4416], [-2.7506, 0.3318, 1.1282], [-3.5264, 0.7788, 0.2083], [-3.0799, 0.5755, -1.1675], [-3.7985, 1.0133, -2.2658], [-3.2841, 0.7909, -3.5353], [-2.0696, 0.1425, -3.6657], [-1.3992, -0.2682, -2.5235], [-1.8920, -0.0646, -1.3065], [-1.1790, 0.1988, 6.7940], [-0.2165, 0.4942, 5.3306], [-0.7680, -1.1581, 5.7259], [-4.4404, 1.2992, 0.4607], [-4.7386, 1.5263, -2.1202], [-3.8264, 1.1257, -4.4091], [-1.6298, -0.0464, -4.6344], [-0.4423, -0.7697, -2.5766], [4.1045, -0.0247, 0.4967], [3.7149, 1.3555, 0.2492], [4.7369, 2.3448, 0.4299], [2.3690, 1.6870, 1.0901], [1.3535, 1.9772, 0.3036], [-0.1943, 2.3482, 0.8255], [1.6797, 1.8890, -1.1623], [0.8564, 2.1097, -2.2529], [1.3834, 1.9227, -3.5248], [2.7073, 1.5248, -3.7034], [3.5378, 1.3142, -2.6088], [2.9911, 1.5059, -1.3569], [-0.1644, 2.4341, -2.0918], [0.7608, 2.0973, -4.3941], [3.0955, 1.3902, -4.7048], [4.5705, 1.0164, -2.7331], [-0.2416, -3.9690, 1.1628], [1.0265, -3.3806, 1.5759], [1.5871, -2.2952, 1.0398], [2.7273, -1.8475, 1.5227], [0.9049, -1.4790, -0.3371], [-0.4191, -4.8396, 1.7901], [-0.1869, -4.2797, 0.1216], [-1.0554, -3.2562, 1.2799], [1.4058, -3.7022, 2.4523], [3.1797, -2.2921, 2.3057], [3.1891, -1.0364, 1.0830]], "lowdin_charge": [0.6468, -0.4368, 0.8745, -1.0604, 0.5742, -0.0645, -0.2459, -0.0624, -0.2458, 0.0002, -0.0403, -0.0399, -0.1275, -0.0654, 0.0335, 0.0325, 0.0256, 0.1385, 0.1212, 0.1149, 0.1136, 0.0802, -0.3287, 0.6539, -0.2800, -0.1007, -0.8869, 0.6102, -0.2598, -0.0535, -0.0763, -0.0719, -0.0315, -0.2322, 0.0942, 0.1012, 0.1030, 0.1214, -0.1091, -0.0468, -0.8022, 0.1452, 0.6254, 0.0887, 0.0788, 0.0258, 0.1410, 0.1271, -0.0033], "orbital_gap_ha": [0.21512, 0.21514], "lumo_ev": [-1.243, -1.243], "charge": 0}